Run 1
Below is a cluster of 2 separate species, C3H7N2O in total, with properties calculated with ωB97M-V/def2-TZVPD.

The geometry in XYZ format:
```
13
Properties=species:S:1:pos:R:3
C 1.34281 -0.12937 1.45373
C 0.45703 -1.17223 1.00226
C -1.63084 0.37009 -2.23701
N 1.26428 1.08151 1.11288
N -2.35098 0.23420 -3.17366
O -0.97919 0.27625 -1.25072
H 2.08000 -0.31587 2.21179
H 0.86611 -2.04211 0.54987
H -0.21250 -1.43074 1.90555
H -0.19953 -0.74073 0.34239
H -3.07737 0.74931 -3.54661
H 0.57917 1.27478 0.31279
H 1.86101 1.84491 1.31675
```

Computed properties:
Net charge   +1
HOMO level   -14.74 eV
HOMO-LUMO gap   0.3711 Ha
Spin multiplicity   1

Calculated atomic charges, method natural (NBO), unit e: 0.35, -0.72, 0.88, -0.60, -0.69, -0.62, 0.22, 0.29, 0.29, 0.26, 0.44, 0.45, 0.45

***

Run 2
Below is the ion C3H7N2O with charge +1, with properties calculated with ωB97M-V/def2-TZVPD.

The geometry in XYZ format:
```
13
Properties=species:S:1:pos:R:3
O -2.34882 -0.26403 0.08423
N -0.99627 0.02634 -0.02010
C -0.41703 1.18684 0.03571
N 0.87814 1.13450 -0.03485
C 1.32669 -0.28264 0.16156
C 0.03511 -1.10348 0.03432
H -2.58256 -0.39258 -0.78035
H -1.01677 1.98491 -0.11923
H 1.59052 1.79491 0.23198
H 1.62015 -0.30707 1.15803
H 2.08970 -0.48303 -0.52842
H 0.04471 -1.47299 -1.01829
H -0.22356 -1.82167 0.79542
```

Computed properties:
Net charge   +1
HOMO level   -14.96 eV
HOMO-LUMO gap   0.4123 Ha
Spin multiplicity   1

Calculated atomic charges, method natural (NBO), unit e: -0.45, -0.05, 0.36, -0.51, -0.23, -0.25, 0.48, 0.24, 0.45, 0.22, 0.24, 0.23, 0.26

***

The most stable of them is run 1.

***

Run 1
Below is a structure of composition C3H7N2O, with properties calculated with ωB97M-V/def2-TZVPD.

The geometry in XYZ format:
```
13
Properties=species:S:1:pos:R:3
C -0.31914 0.94241 0.02804
C 1.54388 0.29955 -0.04282
C -1.01333 -0.44128 0.02170
N 2.29242 -0.76001 0.04516
N -2.35036 -0.28887 0.01496
O -0.35038 -1.46869 0.07403
H -0.54722 1.67171 -0.71498
H 1.94214 1.32127 -0.34400
H 3.32799 -0.81400 0.02052
H 1.64274 -1.56593 -0.06673
H -2.98611 -1.00735 0.22699
H -0.40103 1.45428 1.05404
H -2.78158 0.65690 -0.31693
```

Computed properties:
Net charge   +1
HOMO level   -14.80 eV
HOMO-LUMO gap   0.3670 Ha
Spin multiplicity   1

Calculated atomic charges, method natural (NBO), unit e: -0.39, 0.29, 0.65, -0.66, -0.79, -0.62, 0.25, 0.21, 0.46, 0.48, 0.43, 0.27, 0.42

***

Run 2
Below is the ion C3H7N2O with charge +1, with properties calculated with ωB97M-V/def2-TZVPD.

The geometry in XYZ format:
```
13
Properties=species:S:1:pos:R:3
C 1.32372 1.20324 -0.25837
C 1.41612 -0.09669 -0.08410
C 0.17055 -1.03510 0.06299
N -0.96911 -0.46807 -0.39327
N -1.85880 -0.04418 0.46482
O -2.74355 0.72843 0.14107
H 0.45864 1.75926 -0.46103
H 2.23382 1.79747 -0.21090
H 2.25467 -0.66899 -0.15789
H 0.50166 -1.83988 -0.47928
H 0.08525 -1.15938 1.08945
H -0.99216 0.03804 -1.24522
H -1.88081 -0.21417 1.53175
```

Computed properties:
Net charge   +1
HOMO level   -14.73 eV
HOMO-LUMO gap   0.2991 Ha
Spin multiplicity   1

Calculated atomic charges, method natural (NBO), unit e: -0.37, -0.17, -0.30, -0.23, 0.25, -0.21, 0.19, 0.24, 0.22, 0.25, 0.23, 0.44, 0.45

***

The most stable of them is run 1.

***

Run 1
Below is a cluster of 2 separate species, C5H8OS in total, with properties calculated with ωB97M-V/def2-TZVPD.

The geometry in XYZ format:
```
15
Properties=species:S:1:pos:R:3
C 0.46887 0.95269 -1.23659
C -0.21767 1.24092 -0.10781
C 1.63733 0.09581 -0.86115
C 0.44862 0.62202 0.97811
C -1.48716 -1.26970 0.59450
O 1.59164 0.01040 0.55965
S 0.32975 0.95136 2.67739
H 0.23554 1.21215 -2.24891
H -1.12099 1.80842 -0.01139
H 1.56772 -0.92177 -1.27484
H 2.60697 0.51838 -1.15905
H -1.58563 -1.25499 -0.47176
H -2.25670 -0.80996 1.18104
H -0.94559 -2.08049 1.03855
H 1.48821 0.34695 2.95635
```

Computed properties:
HOMO level (alpha / beta)   -7.98 / -6.31 eV
HOMO-LUMO gap (alpha / beta)   0.3155 / 0.2563 Ha
Spin multiplicity   1

Calculated atomic charges, method natural (NBO), unit e: -0.25, -0.28, -0.10, 0.16, -0.57, -0.50, 0.06, 0.22, 0.24, 0.19, 0.19, 0.17, 0.17, 0.17, 0.15

***

Run 2
Below is the molecule C5H8OS, with properties calculated with ωB97M-V/def2-TZVPD.

The geometry in XYZ format:
```
15
Properties=species:S:1:pos:R:3
C 0.32480 -0.52093 1.95880
C -0.33442 -0.76174 0.61500
C 0.72372 -1.11240 -0.40908
S 1.04676 0.66548 -1.37175
C -0.32509 1.40558 -0.03905
C -1.11913 0.15663 -0.14562
O -1.70810 -0.54162 0.63701
H 0.41675 -1.56502 2.36788
H -0.16056 -0.08766 2.92019
H 1.31082 0.03982 1.70590
H 0.41571 -1.84939 -1.13954
H 1.45057 -1.85220 0.03677
H -0.64456 2.36265 -0.55332
H -0.21813 1.68473 0.91680
H -1.27322 -0.05050 -1.28302
```

Computed properties:
HOMO level   -8.72 eV
HOMO-LUMO gap   0.3383 Ha
Spin multiplicity   1

Calculated atomic charges, method natural (NBO), unit e: -0.67, 0.09, -0.50, 0.05, -0.42, 0.11, -0.39, 0.23, 0.24, 0.23, 0.23, 0.24, 0.21, 0.20, 0.15

***

The most stable of them is run 1.